## w
{"formula": "C3H3N3S", "method": "wB97M-V/def2-TZVPD", "elements": ["C", "C", "C", "H", "H", "H", "N", "N", "N", "S"], "coordinates": [[1.880, -0.558, 0.070], [-1.522, -0.323, -0.009], [-1.218, 1.076, -0.013], [1.811, -1.687, 0.150], [-2.469, -0.905, -0.133], [-1.872, 1.962, -0.027], [0.579, -0.073, 0.032], [-0.446, -1.007, -0.059], [0.091, 1.174, 0.034], [3.166, 0.340, -0.044]], "homo_lumo_gap_ha": 0.3142, "spin_multiplicity": 1, "homo_energy_ev": -9.2}

---

## x
{"formula": "C3H3N3S", "method": "wB97M-V/def2-TZVPD", "elements": ["C", "C", "C", "N", "N", "N", "S", "H", "H", "H"], "coordinates": [[-0.227, 0.587, 2.399], [-0.080, 0.659, -0.946], [0.127, -0.839, -1.147], [-0.737, 0.227, 3.376], [-0.013, 1.146, 0.207], [0.395, 1.020, 1.384], [1.612, -1.529, -0.632], [-0.490, 1.335, -1.670], [-0.676, -1.598, -0.694], [0.089, -1.009, -2.277]], "homo_lumo_gap_ha": [0.1810, 0.1870], "spin_multiplicity": 1, "homo_energy_ev": [-8.2, -8.4]}

---

Energies relative to the minimum, eV: w 0.000; x 4.431

---

## w
{"formula": "C4H11S", "method": "wB97M-V/def2-TZVPD", "elements": ["C", "C", "H", "H", "H", "H", "H", "H", "C", "C", "S", "H", "H", "H", "H", "H"], "coordinates": [[-2.016, 0.188, -0.383], [-1.903, -1.300, -0.692], [-2.995, 0.620, -0.409], [-1.204, 0.846, -0.685], [-1.814, 0.358, 0.807], [-2.676, -1.842, -1.215], [-0.857, -1.501, -0.968], [-1.844, -1.714, 0.317], [2.923, 0.497, 0.074], [1.450, 0.554, -0.034], [-0.584, 0.738, 2.473], [3.192, 0.718, 1.141], [3.349, 1.238, -0.596], [3.373, -0.469, 0.065], [0.844, -0.311, 0.170], [0.759, 1.379, -0.064]], "homo_lumo_gap_ha": 0.1973, "spin_multiplicity": 1, "total_charge": -1, "homo_energy_ev": -2.6}

---

## x
{"formula": "C4H11S", "method": "wB97M-V/def2-TZVPD", "elements": ["C", "H", "H", "H", "H", "C", "C", "C", "S", "H", "H", "H", "H", "H", "H", "H"], "coordinates": [[2.680, 1.598, -0.557], [3.252, 1.314, -1.437], [2.307, 2.623, -0.622], [3.310, 1.530, 0.333], [1.852, 0.889, -0.400], [-1.908, -0.614, -0.836], [-1.746, -0.935, 0.631], [-0.333, -0.576, 1.130], [1.053, -1.424, 0.259], [-2.036, 0.455, -1.034], [-2.714, -1.132, -1.370], [-1.007, -0.942, -1.367], [-2.475, -0.419, 1.269], [-1.850, -2.008, 0.823], [-0.215, -0.861, 2.177], [-0.168, 0.503, 1.003]], "homo_lumo_gap_ha": 0.2370, "spin_multiplicity": 1, "total_charge": -1, "homo_energy_ev": -2.2}

---

## y
{"formula": "C4H11S", "method": "wB97M-V/def2-TZVPD", "elements": ["S", "H", "C", "C", "C", "C", "H", "H", "H", "H", "H", "H", "H", "H", "H", "H"], "coordinates": [[-2.249, 1.031, -0.662], [-3.176, 1.912, -0.391], [-0.271, -0.203, 1.873], [0.053, -0.849, 0.529], [1.013, 0.071, -0.310], [0.874, -0.090, -1.784], [0.529, 0.338, 2.373], [-0.791, -0.868, 2.589], [-0.995, 0.592, 1.673], [-0.901, -0.869, -0.072], [0.576, -1.811, 0.590], [2.034, -0.073, 0.091], [0.768, 1.127, -0.031], [0.953, -1.096, -2.169], [1.668, 0.467, -2.264], [-0.086, 0.319, -2.037]], "homo_lumo_gap_ha": 0.2540, "spin_multiplicity": 1, "total_charge": -1, "homo_energy_ev": -2.7}

---

Energies relative to the minimum, eV: w 5.217; x 0.094; y 0.000

---

## w
{"formula": "C4H13N3", "method": "wB97M-V/def2-TZVPD", "elements": ["C", "C", "C", "C", "N", "N", "N", "H", "H", "H", "H", "H", "H", "H", "H", "H", "H", "H", "H", "H"], "coordinates": [[-0.055, -1.682, -0.196], [0.846, -0.509, 0.084], [0.004, 0.653, 0.606], [-1.106, 1.210, -0.032], [-1.084, 2.669, -0.361], [0.620, 1.369, 1.706], [0.661, -2.778, -1.020], [-0.322, -2.055, 0.794], [-0.945, -1.488, -0.785], [1.302, -0.096, -0.831], [1.628, -0.751, 0.800], [-1.884, 0.650, -0.524], [-0.862, 3.184, 0.489], [-0.537, 3.030, -1.152], [-2.036, 2.990, -0.554], [1.240, 0.756, 2.218], [-0.121, 1.646, 2.344], [0.055, -3.145, -1.724], [1.155, -3.352, -0.376], [1.443, -2.300, -1.486]], "s2": 0.756, "homo_lumo_gap_ha": [0.1709, 0.2529], "spin_multiplicity": 2, "total_charge": 1, "homo_energy_ev": [-7.9, -10.2]}

---

## x
{"formula": "C4H13N3", "method": "wB97M-V/def2-TZVPD", "elements": ["C", "C", "C", "C", "N", "N", "N", "H", "H", "H", "H", "H", "H", "H", "H", "H", "H", "H", "H", "H"], "coordinates": [[1.348, 0.076, -0.476], [0.615, 0.253, 0.810], [-0.718, 0.215, 0.019], [-1.129, 1.177, -0.852], [-2.633, 1.203, -1.075], [-1.743, -0.611, 0.622], [3.022, -1.204, 0.663], [1.937, 0.808, -1.045], [1.210, -0.845, -1.047], [0.433, -0.562, 1.507], [1.057, 0.968, 1.588], [-0.698, 1.707, -1.702], [-2.716, 0.737, -1.968], [-3.329, 1.943, -0.886], [-2.924, 0.609, -0.278], [-1.257, -0.916, 1.465], [-1.944, -1.543, 0.273], [3.622, -0.384, 0.570], [2.184, -1.656, 1.024], [3.664, -1.976, 0.785]], "s2": 0.771, "homo_lumo_gap_ha": [0.2675, 0.3283], "spin_multiplicity": 2, "total_charge": 1, "homo_energy_ev": [-10.5, -12.4]}

---

Energies relative to the minimum, eV: w 0.000; x 2.002

---

## w
{"formula": "C2H3N3O", "method": "wB97M-V/def2-TZVPD", "elements": ["C", "C", "H", "H", "H", "N", "N", "N", "O"], "coordinates": [[0.987, -0.029, -0.099], [-1.132, 0.882, -0.081], [2.644, -0.696, -0.007], [-2.024, 1.358, -0.032], [-1.792, -1.214, 0.449], [2.215, 0.181, 0.018], [0.197, 1.204, -0.063], [-1.175, -0.612, -0.036], [0.080, -1.074, -0.148]], "homo_lumo_gap_ha": 0.3517, "spin_multiplicity": 1, "homo_energy_ev": -8.9}

---

## x
{"formula": "C2H3N3O", "method": "wB97M-V/def2-TZVPD", "elements": ["O", "C", "N", "C", "N", "N", "H", "H", "H"], "coordinates": [[-1.784, -0.331, -0.010], [-0.452, -0.097, 0.080], [0.491, -0.812, -0.333], [1.656, -0.919, -0.831], [0.768, 1.922, -0.039], [-0.100, 1.277, 0.510], [-1.935, -1.119, -0.557], [2.335, -1.425, -0.113], [-0.649, 1.607, 1.335]], "homo_lumo_gap_ha": 0.3111, "spin_multiplicity": 1, "homo_energy_ev": -8.2}

---

Energies relative to the minimum, eV: w 0.000; x 2.120

---

## w
{"formula": "C2H3N3O", "method": "wB97M-V/def2-TZVPD", "elements": ["O", "C", "N", "N", "N", "C", "H", "H", "H"], "coordinates": [[1.657, 1.426, 0.189], [0.670, 0.570, 0.079], [-0.613, 0.767, 0.363], [-1.733, -1.253, -0.125], [-0.647, -0.723, -0.120], [0.640, -0.789, -0.360], [1.296, 2.263, 0.523], [-2.501, -0.673, 0.196], [1.229, -1.594, -0.745]], "homo_lumo_gap_ha": 0.3332, "spin_multiplicity": 1, "homo_energy_ev": -8.4}

---

## x
{"formula": "C2H3N3O", "method": "wB97M-V/def2-TZVPD", "elements": ["C", "C", "H", "H", "H", "N", "N", "N", "O"], "coordinates": [[-0.228, 0.527, -0.456], [0.736, -0.315, -0.695], [-1.958, 1.463, -0.747], [1.618, -0.523, -1.450], [0.009, -1.012, 2.164], [1.243, -1.039, 0.424], [0.394, -0.406, 1.253], [-0.586, 0.303, 0.838], [-1.228, 1.002, -1.332]], "homo_lumo_gap_ha": 0.3909, "spin_multiplicity": 1, "homo_energy_ev": -9.8}

---

## y
{"formula": "C2H3N3O", "method": "wB97M-V/def2-TZVPD", "elements": ["C", "C", "H", "H", "H", "N", "N", "N", "O"], "coordinates": [[-0.064, -0.797, -0.093], [-0.722, 1.041, 0.611], [0.879, -2.092, -1.012], [-1.115, 1.903, 1.258], [0.242, 2.198, -0.478], [0.322, -1.921, -0.159], [-1.027, -0.148, 0.564], [0.608, 1.414, 0.047], [0.674, 0.139, -0.754]], "homo_lumo_gap_ha": 0.3766, "spin_multiplicity": 1, "homo_energy_ev": -9.8}

---

## z
{"formula": "C2H3N3O", "method": "wB97M-V/def2-TZVPD", "elements": ["N", "C", "N", "O", "N", "C", "H", "H", "H"], "coordinates": [[-1.635, -0.299, 0.062], [-0.272, -0.224, -0.006], [0.555, -1.100, 0.491], [1.799, -0.588, 0.427], [1.683, 0.681, -0.282], [0.405, 0.923, -0.574], [-2.025, -1.218, 0.189], [-2.101, 0.278, -0.621], [1.593, 1.548, 0.313]], "homo_lumo_gap_ha": 0.3445, "spin_multiplicity": 1, "homo_energy_ev": -9.5}

---

Energies relative to the minimum, eV: w 1.207; x 0.000; y 0.111; z 1.669

---

## w
{"formula": "C2H3N3O", "method": "wB97M-V/def2-TZVPD", "elements": ["C", "C", "H", "H", "H", "N", "N", "N", "O"], "coordinates": [[1.258, -0.319, -0.021], [-1.527, -0.220, 0.064], [1.075, 1.783, 0.100], [2.277, -0.185, -0.351], [-2.672, -0.295, -0.233], [0.583, 0.868, 0.348], [0.681, -1.391, -0.023], [-0.858, 0.986, -0.124], [-0.816, -1.228, 0.239]], "homo_lumo_gap_ha": 0.3429, "spin_multiplicity": 1, "homo_energy_ev": -8.7}

---

## x
{"formula": "C2H3N3O", "method": "wB97M-V/def2-TZVPD", "elements": ["O", "C", "N", "C", "N", "N", "H", "H", "H"], "coordinates": [[1.844, 0.500, -1.322], [0.943, 0.256, -0.565], [-0.322, -0.315, -0.824], [-1.052, -0.383, 0.326], [-0.378, 0.033, 1.347], [0.877, 0.359, 0.771], [-0.592, -0.614, -1.744], [-2.065, -0.756, 0.384], [0.947, 1.060, 1.597]], "homo_lumo_gap_ha": 0.3685, "spin_multiplicity": 1, "homo_energy_ev": -9.3}

---

Energies relative to the minimum, eV: w 3.645; x 0.000

---

## w
{"formula": "C2H3N3O", "method": "wB97M-V/def2-TZVPD", "elements": ["N", "C", "N", "O", "N", "C", "H", "H", "H"], "coordinates": [[0.655, 0.920, 1.180], [0.136, 0.181, 0.100], [0.629, 0.344, -1.096], [-0.074, -0.429, -1.943], [-1.031, -1.133, -1.272], [-0.958, -0.768, -0.029], [1.220, 1.683, 0.812], [1.257, 0.376, 1.790], [-1.834, -1.177, 0.459]], "homo_lumo_gap_ha": 0.4043, "spin_multiplicity": 1, "homo_energy_ev": -10.1}

---

## x
{"formula": "C2H3N3O", "method": "wB97M-V/def2-TZVPD", "elements": ["C", "C", "N", "N", "N", "O", "H", "H", "H"], "coordinates": [[-1.687, 0.696, 0.075], [1.303, -0.741, -0.125], [-2.621, 0.981, -0.513], [-0.521, 0.545, 0.693], [0.569, 0.384, -0.304], [1.258, -1.405, 0.887], [2.102, -0.867, -0.908], [-0.571, -0.098, 1.419], [0.168, 0.505, -1.223]], "homo_lumo_gap_ha": 0.3989, "spin_multiplicity": 1, "homo_energy_ev": -10.3}

---

Energies relative to the minimum, eV: w 0.665; x 0.000

---

## w
{"formula": "C2H3N3O", "method": "wB97M-V/def2-TZVPD", "elements": ["C", "C", "N", "N", "N", "O", "H", "H", "H"], "coordinates": [[1.487, 0.189, 0.178], [-1.295, -0.083, -0.244], [2.142, 0.841, -0.494], [1.058, -0.734, 0.851], [-0.830, 1.119, -0.141], [-0.587, -1.046, 0.332], [-2.040, -0.554, -0.970], [1.341, -1.454, 1.437], [-1.275, 1.723, -0.950]], "homo_lumo_gap_ha": 0.3128, "spin_multiplicity": 1, "homo_energy_ev": -10.0}

---

## x
{"formula": "C2H3N3O", "method": "wB97M-V/def2-TZVPD", "elements": ["O", "C", "N", "C", "N", "N", "H", "H", "H"], "coordinates": [[-1.927, -0.341, 0.122], [-0.636, -0.066, -0.012], [0.226, -0.963, -0.405], [1.399, -0.305, -0.282], [1.331, 0.953, 0.117], [-0.086, 1.101, 0.290], [-1.924, -1.271, -0.160], [2.287, -0.917, -0.413], [-0.670, 1.809, 0.744]], "homo_lumo_gap_ha": 0.3821, "spin_multiplicity": 1, "homo_energy_ev": -9.7}

---

Energies relative to the minimum, eV: w 4.808; x 0.000

---

## w
{"formula": "C2H3N3O", "method": "wB97M-V/def2-TZVPD", "elements": ["O", "C", "N", "N", "N", "C", "H", "H", "H"], "coordinates": [[-0.150, 1.473, -1.072], [0.005, 0.342, -0.388], [-1.028, -0.451, -0.101], [-1.012, -1.155, 0.944], [1.290, -0.104, 1.309], [1.388, 0.035, 0.092], [-1.081, 1.735, -1.060], [-1.684, -1.929, 0.813], [2.273, 0.054, -0.537]], "homo_lumo_gap_ha": [0.2889, 0.3122], "spin_multiplicity": 1, "homo_energy_ev": [-8.3, -9.1]}

---

## x
{"formula": "C2H3N3O", "method": "wB97M-V/def2-TZVPD", "elements": ["O", "C", "N", "N", "C", "N", "H", "H", "H"], "coordinates": [[2.255, 0.150, 0.088], [1.142, 0.328, 0.778], [0.094, 0.887, 0.508], [-1.134, 1.085, 0.389], [-1.309, -1.624, -0.556], [-0.276, -2.101, -0.759], [2.127, 0.370, -0.851], [-1.311, 2.067, 0.626], [-2.239, -1.131, -0.351]], "homo_lumo_gap_ha": 0.3360, "spin_multiplicity": 1, "homo_energy_ev": -9.2}

---

Energies relative to the minimum, eV: w 0.387; x 0.000